# C4H9NO3

An isolated molecule of C4H9NO3 in a non-equilibrium geometry (the ωB97M-V functional and the def2-TZVPD basis, OMol25).

Computed properties:
Total charge: 0
E_LUMO: 0.8 eV
Gap between HOMO and LUMO: 10.93 eV
Structure (SMILES): C[C@@H](O)CNC(=O)O
Energy: -438.2894 a.u.
ΔE to the lowest compared entry with this formula, charge and spin: 1.081 eV

Element x y z (Å)
C: 2.143560 -0.977254 -0.578111
C: 0.687989 -1.026786 -0.194743
O: 0.304355 -2.176413 0.605089
C: 0.137180 0.265414 0.471107
N: -1.296727 0.382483 0.112188
C: -1.730867 1.638029 -0.098536
O: -1.093987 2.603729 -0.430791
O: -3.110383 1.779102 0.149174
H: 2.636561 -0.105160 -0.146441
H: 2.111753 -0.795048 -1.719494
H: 2.683585 -1.941059 -0.493713
H: -0.029818 -1.198077 -1.016514
H: 0.515970 -2.171619 1.543907
H: 0.532539 0.208329 1.492755
H: 0.586936 1.189850 0.011965
H: -1.863475 -0.394211 0.406789
H: -3.215170 2.718690 -0.114631

Forces on the atoms, in the same order (eV/Å):
-0.10 0.07 -2.67
-1.87 -0.34 0.87
-0.14 -0.25 -0.20
1.21 0.09 -2.40
2.01 -0.26 1.48
-2.59 0.39 0.71
0.47 -0.06 -0.08
1.56 0.35 -0.77
0.32 -0.39 0.20
0.38 -0.05 1.65
-0.35 0.68 0.44
1.00 0.13 -0.27
0.41 0.57 -0.09
-1.16 0.34 0.44
-0.18 -1.06 0.40
-0.60 0.42 0.06
-0.36 -0.62 0.24

---

# C5H6O

An isolated molecule of C5H6O (the ωB97M-V functional and the def2-TZVPD basis, OMol25).

Computed properties:
Total charge: 0
E_LUMO: 1.0 eV
Gap between HOMO and LUMO: 10.51 eV
Structure (SMILES): CC#C[C@H]1CO1
Energy: -269.2401 a.u.
ΔE to the lowest compared entry with this formula, charge and spin: 2.888 eV

Element x y z (Å)
C: 0.413299 -0.242781 2.430315
C: -0.128183 -0.582907 1.121084
C: -0.341665 -0.716332 -0.056324
C: -0.209565 -0.504250 -1.480791
C: -0.476396 0.840121 -2.002956
O: 0.849185 0.408297 -1.780130
H: 1.484060 -0.470192 2.407720
H: 0.306132 0.835379 2.588549
H: -0.046188 -0.773231 3.265282
H: -0.256962 -1.363600 -2.142373
H: -0.857583 1.581078 -1.302680
H: -0.736134 0.988417 -3.047695

Forces on the atoms, in the same order (eV/Å):
0.06 0.02 0.14
0.05 0.02 -0.53
0.21 0.14 0.52
-0.07 -0.22 0.01
-0.27 0.22 -0.16
0.27 0.02 -0.14
-0.14 0.01 0.17
-0.03 -0.18 0.08
-0.02 0.01 -0.11
-0.08 0.08 0.04
0.09 -0.05 -0.10
-0.08 -0.08 0.07

---

# C6H7Li2O3

A structure of composition C6H7Li2O3 in a non-equilibrium geometry (the ωB97M-V functional and the def2-TZVPD basis, OMol25).

Computed properties:
Total charge: +1
E_LUMO (spin up / spin down): -3.8 / -3.8 eV
Gap between HOMO and LUMO (spin up / spin down): 6.46 / 6.46 eV
Energy: -473.3428 a.u.

Element x y z (Å)
O: -0.635062 1.372108 -0.565657
C: -0.180693 1.035157 -1.924956
C: -1.164958 -0.060045 -2.191024
O: -1.469926 -0.938633 -1.395274
H: -0.276167 2.238582 -0.351076
H: 0.794803 0.710708 -2.325093
H: -0.442281 1.889138 -2.575671
H: -1.558667 -0.074366 -3.227810
Li: -1.158375 -0.177839 0.456419
C: 2.280248 0.919202 0.643000
C: 1.465918 0.183953 1.414027
C: 0.623156 -0.570900 1.987274
C: -0.218763 -1.555264 2.388925
O: -1.283299 -1.910200 1.740621
Li: -2.213272 -3.447374 1.765073
H: 1.980379 1.939836 0.389656
H: 3.336118 0.649669 0.557053
H: 0.120843 -2.203733 3.214514

Forces on the atoms, in the same order (eV/Å):
1.86 0.26 -0.79
-2.69 0.63 -0.16
0.02 -1.53 -1.28
0.17 1.41 -0.30
0.06 0.01 0.34
0.41 0.02 1.58
0.00 -0.28 0.25
-0.06 -0.27 0.27
0.25 -0.57 0.20
-0.04 -0.23 1.08
0.14 0.23 -0.79
-0.41 -0.03 0.34
1.94 -0.34 -0.37
-1.50 0.36 0.13
0.20 0.43 -0.03
-0.03 -0.56 -0.61
-0.27 0.39 0.42
-0.07 0.08 -0.30

---

# C8H13NO6

A cluster of 2 separate species, C8H13NO6 in total in a non-equilibrium geometry (the ωB97M-V functional and the def2-TZVPD basis, OMol25).

Computed properties:
Total charge: 0
E_LUMO: 0.5 eV
Gap between HOMO and LUMO: 9.28 eV
Structure (SMILES): O=C1OC=C(O)[C@@H]1O.CN(C)C(=O)CO
Energy: -818.7306 a.u.
ΔE to the lowest compared entry with this formula, charge and spin: 0.000 eV

Element x y z (Å)
O: 4.032794 1.662091 -0.098136
C: 3.254905 0.852357 0.242993
O: 2.321575 0.997111 1.134062
C: 1.569328 -0.153969 1.202949
C: 2.081063 -1.203351 0.535534
O: 1.818576 -2.500703 0.529712
C: 3.115002 -0.553911 -0.442849
O: 4.394362 -1.175332 -0.561405
H: 0.828601 -0.203939 1.950022
H: 2.302567 -2.986790 -0.049632
H: 2.628753 -0.614432 -1.367436
H: 5.072976 -0.546981 -0.342160
C: -1.495726 -1.726067 -0.990162
N: -1.495350 -0.437161 -0.257407
C: -2.635859 -0.199536 0.548815
C: -0.655249 0.595868 -0.590691
O: 0.277128 0.380423 -1.360145
C: -0.729896 2.007663 -0.038027
O: 0.317652 2.709505 -0.729282
H: -0.654925 -1.684554 -1.597193
H: -1.405453 -2.407816 -0.197886
H: -2.569916 -1.821388 -1.194911
H: -3.491938 -0.253375 -0.096815
H: -2.831651 -0.932371 1.354017
H: -2.676616 0.911853 0.914319
H: -0.341821 1.805931 1.025846
H: -1.748267 2.519522 -0.225337
H: 0.974499 2.069230 -1.201116

Forces on the atoms, in the same order (eV/Å):
1.66 1.51 0.06
-0.66 -2.15 -2.88
-1.11 1.25 1.17
0.46 -3.21 0.37
2.06 2.50 -0.91
-3.44 1.50 3.15
0.77 -0.82 3.10
-1.11 -0.63 -0.04
-0.74 0.34 0.67
2.48 -1.82 -2.78
-0.62 0.75 -1.69
0.42 0.59 0.14
-2.00 2.22 2.94
1.15 1.55 0.06
-1.13 2.24 0.90
-0.23 -1.79 -1.19
0.05 -0.60 -0.40
1.54 -0.20 -0.27
0.22 -0.09 -0.13
0.79 -0.46 -1.92
0.78 -1.63 0.84
0.51 -0.32 -1.71
-0.91 -0.15 -0.36
0.58 0.45 -0.12
0.31 -2.31 -0.21
-1.33 1.02 -0.84
1.78 -0.72 0.78
-2.26 0.96 1.30

---

# C7H15N2O

The ion C7H15N2O with charge +1 in a non-equilibrium geometry (the ωB97M-V functional and the def2-TZVPD basis, OMol25).

Computed properties:
Total charge: +1
E_LUMO: -3.3 eV
Gap between HOMO and LUMO: 10.43 eV
Structure (SMILES): C=N[C@@H](C)C(C)(C)OC=[NH2+]
Energy: -460.2182 a.u.
ΔE to the lowest compared entry with this formula, charge and spin: 1.489 eV

Element x y z (Å)
C: 1.036494 -1.879760 -1.940148
N: 0.287424 -1.338875 -1.093982
C: 0.293485 0.105787 -0.960618
C: -0.972896 0.667057 -1.619122
C: 0.434337 0.545466 0.528385
C: 1.181140 1.877192 0.606374
C: 1.134126 -0.503541 1.388250
O: -0.859268 0.905200 1.155533
C: -1.835629 0.172589 1.456635
N: -2.017734 -1.085461 1.190193
H: 0.995275 -2.951425 -2.050291
H: 1.729251 -1.331687 -2.581399
H: 1.165077 0.534212 -1.479079
H: -1.161486 1.686569 -1.290195
H: -0.846239 0.674727 -2.699788
H: -1.842282 0.048825 -1.393579
H: 0.672187 2.634908 0.016593
H: 2.194324 1.765966 0.234590
H: 1.228763 2.214407 1.637716
H: 2.166531 -0.585021 1.060926
H: 0.684780 -1.488738 1.301102
H: 1.133014 -0.193151 2.429863
H: -2.614442 0.693929 2.018827
H: -1.341444 -1.581467 0.600752
H: -2.844787 -1.587706 1.482461

Forces on the atoms, in the same order (eV/Å):
0.20 -0.16 -0.26
-0.74 0.19 0.71
-0.25 0.31 -0.04
0.24 0.03 -0.03
1.34 -0.25 -0.36
-0.32 -0.19 0.02
-0.36 0.16 0.04
0.03 0.43 -0.08
-1.07 -0.28 0.56
0.71 -0.27 -0.58
0.05 -0.28 -0.09
0.03 0.14 0.01
-0.06 -0.04 0.17
-0.04 0.08 -0.06
-0.06 -0.03 0.00
0.00 0.01 0.03
-0.03 0.10 -0.08
0.07 -0.09 -0.06
0.00 0.04 0.09
0.08 -0.02 -0.07
0.06 -0.04 0.04
0.05 0.06 0.10
0.12 -0.14 -0.09
-0.05 0.00 -0.03
-0.01 0.25 0.07

---

# C22H16Br2Cl2MnN3O4

A structure of composition C22H16Br2Cl2MnN3O4 in a non-equilibrium geometry (the ωB97M-V functional and the def2-TZVPD basis, OMol25).

Computed properties:
Expectation value of S²: 6.138
Total charge: 0
E_LUMO (spin up / spin down): -0.7 / -0.8 eV
Gap between HOMO and LUMO (spin up / spin down): 7.63 / 7.50 eV
Energy: -8532.6392 a.u.
ΔE to the lowest compared entry with this formula, charge and spin: 0.307 eV
Multiplicity: 5

Element x y z (Å)
Mn: -0.052815 0.068907 0.178868
Cl: 3.683458 -3.728073 5.340108
C: 3.028951 -3.017457 3.903191
C: 3.761391 -3.101334 2.702113
C: 3.284123 -2.529573 1.559466
Cl: 4.176287 -2.673571 0.087877
C: 2.062789 -1.771181 1.526541
O: 1.690848 -1.174027 0.479243
C: 1.316605 -1.777345 2.758874
C: 0.034049 -1.191698 2.801127
O: -0.533112 -0.587470 1.870363
C: 1.820317 -2.394764 3.926135
H: 4.704505 -3.630069 2.685277
H: -0.527222 -1.302896 3.736075
H: 1.230344 -2.365407 4.834210
Br: -4.040992 0.069223 0.037818
C: -3.162278 1.295661 -1.105503
C: -3.856429 2.372009 -1.631938
C: -3.169738 3.208989 -2.497736
C: -1.846201 2.935215 -2.806917
C: -1.244211 1.850651 -2.197507
N: -1.893210 1.049366 -1.352171
C: 0.227874 1.501173 -2.379609
O: 0.825471 1.869228 -3.367213
O: 0.717437 0.809260 -1.401392
H: -4.889549 2.538721 -1.365620
H: -3.672914 4.065684 -2.926399
H: -1.270961 3.547373 -3.486971
C: 0.163756 -4.374362 -2.745853
N: 0.435867 -2.978733 -2.447226
C: 1.607235 -2.335329 -3.043637
C: -0.275281 -2.302134 -1.590208
N: -0.877657 -1.631056 -0.861155
H: 0.081113 -4.509743 -3.824848
H: -0.770443 -4.677454 -2.279961
H: 0.969242 -5.009831 -2.371342
H: 1.493197 -2.279141 -4.127655
H: 2.505500 -2.903192 -2.800690
H: 1.714204 -1.329181 -2.642969
Br: -1.614797 6.200059 2.511416
C: -1.127102 4.470621 1.887519
C: -0.059709 4.329856 1.020588
C: 0.273595 3.063393 0.556537
C: -0.439367 1.933571 0.948809
C: -1.493623 2.110660 1.843466
C: -1.851320 3.368853 2.307854
H: 0.507760 5.194312 0.703054
H: 1.106204 2.975408 -0.132112
H: -2.070921 1.263070 2.189278
H: -2.682274 3.483776 2.990801

Forces on the atoms, in the same order (eV/Å):
0.34 0.87 -0.82
0.07 -0.10 0.09
-0.24 0.12 0.06
-0.08 0.05 -0.16
0.11 -0.02 0.09
0.04 0.02 -0.07
-0.14 -0.01 0.18
-0.14 0.20 -0.14
0.07 0.13 -0.35
0.33 -0.20 0.00
-0.77 -0.32 1.11
0.06 -0.10 0.07
0.01 0.00 0.00
-0.06 0.05 -0.01
0.05 0.01 0.02
-0.07 0.01 0.09
0.23 -0.04 -0.17
-0.05 0.00 -0.01
-0.05 -0.05 0.03
0.10 0.01 -0.12
0.11 -0.15 0.15
-0.35 0.14 0.15
-0.47 0.18 0.09
0.06 0.01 0.00
0.48 -0.24 -0.08
0.00 0.02 -0.02
0.02 0.01 -0.01
0.00 -0.02 0.00
0.02 -0.11 0.06
0.09 -0.01 -0.10
0.09 0.11 -0.08
-0.09 0.11 0.05
0.05 -0.47 -0.17
-0.02 0.03 0.00
0.00 0.02 0.00
0.00 0.02 0.00
-0.03 -0.03 0.02
-0.02 -0.03 0.04
-0.02 0.00 0.02
0.04 -0.08 -0.04
-0.06 0.07 0.04
0.00 0.04 0.02
0.16 -0.16 -0.16
0.15 0.11 0.15
-0.04 -0.18 -0.02
0.04 0.04 -0.02
-0.01 0.00 0.01
-0.01 -0.03 0.01
0.01 -0.03 -0.02
0.00 0.02 -0.01